--- P ---
Here is a 2-piece molecular cluster, C4H8O2S overall from OMol25. Energies are from ωB97M-V/def2-TZVPD.

Each line ends with the Löwdin charge.
Atoms and positions in Å:
C  -0.29210  0.13503  -1.88331  -0.07
C  0.30125  -0.11383  -0.74910  -0.36
C  1.17888  1.70158  0.86489  -0.26
C  -0.84630  -2.28321  1.00545  -0.10
O  2.07955  -0.77688  0.69606  -0.46
O  -0.48641  -1.13518  0.72726  -0.20
S  1.99989  0.50091  -0.22843  0.97
H  0.32811  0.78925  -2.60683  0.07
H  -1.23188  -0.01445  -2.31740  0.03
H  1.65140  1.97735  1.80932  0.06
H  0.23488  1.27424  1.10797  0.03
H  1.15442  2.69838  0.47286  0.05
H  -0.20275  -3.05528  1.52845  0.09
H  -1.62744  -2.71649  0.38315  0.07
H  1.01851  -1.04079  0.90877  0.08

As for the frontier orbital gap (alpha / beta): 6.877 / 6.866 eV. As for the HOMO energy (alpha / beta): -6.5 / -6.5 eV.

---

--- Q ---
Here is an isolated molecule of C4H8O2S from OMol25. Energies are from ωB97M-V/def2-TZVPD.

Each line ends with the Löwdin charge.
Atoms and positions in Å:
C  -0.40378  -0.79801  0.43575  -0.41
C  -0.66372  -0.88977  -1.12173  -0.42
C  1.25540  0.91056  -0.33483  -0.37
C  0.02985  0.63121  0.52539  -0.46
H  1.28619  -1.14876  1.50920  0.18
H  -1.23551  -1.11283  1.00499  0.13
H  -1.54561  -0.04887  -1.21620  0.11
H  -0.97511  -2.10300  -1.37707  0.17
H  1.15993  1.97056  -0.67262  0.09
H  2.22380  0.64194  0.14393  0.09
H  0.34628  0.91972  1.52172  0.13
H  -1.97772  1.20918  0.53303  0.16
O  0.73390  -1.70004  0.72685  -0.12
O  -1.05306  1.58571  0.18443  -0.10
S  0.81916  -0.06759  -1.86283  0.82

As for the frontier orbital gap: 8.988 eV. The SMILES is O[C@@H]1CSC[C@H]1O. As for the HOMO energy: -8.5 eV.

---

Winner for stability: Q

---

--- P ---
Here is an isolated molecule of C4H8O2S from OMol25. Energies are from ωB97M-V/def2-TZVPD.

Each line ends with the Löwdin charge.
Atoms and positions in Å:
C  1.24580  1.68631  -0.34767  -0.06
C  -0.33308  0.38055  1.02958  -0.78
C  -0.79476  -0.37824  -0.19752  -0.46
C  0.09994  -1.58077  -0.37179  -0.03
H  1.92477  0.84209  -0.68607  0.10
H  1.94298  2.54349  -0.05456  0.12
H  0.50896  2.01771  -1.12720  0.11
H  -0.76851  0.30565  -1.00938  0.12
H  1.09394  -1.21262  -0.65248  0.07
H  -0.22188  -2.21479  -1.22045  0.10
H  0.17183  -2.21179  0.55076  0.10
H  -2.29383  -0.98160  0.82466  0.04
O  0.55500  1.37725  0.86358  -0.15
O  -2.18439  -0.70204  -0.10467  -0.06
S  -0.94676  0.12881  2.50320  0.80

As for the frontier orbital gap: 9.471 eV. The SMILES is COC(=S)[C@@H](C)O. As for the HOMO energy: -9.1 eV.

---

--- Q ---
Here is an isolated molecule of C4H8O2S from OMol25. Energies are from ωB97M-V/def2-TZVPD.

Each line ends with the Löwdin charge.
Atoms and positions in Å:
C  -1.94687  -0.67303  -0.37638  -0.07
C  0.42202  -1.08668  -0.09894  -0.78
C  0.68687  0.40199  -0.37212  -0.45
C  0.59850  1.14480  0.95883  -0.04
H  -1.99385  0.29274  0.22376  0.10
H  -2.87714  -1.27679  -0.20178  0.11
H  -1.86210  -0.49759  -1.48332  0.11
H  -0.08456  0.78499  -1.08281  0.14
H  -0.36073  1.00967  1.45865  0.07
H  0.78674  2.22569  0.82624  0.10
H  1.38218  0.81154  1.62960  0.08
H  2.53599  -0.08474  -0.62797  0.04
O  -0.85120  -1.50080  0.00574  -0.15
O  1.94554  0.59960  -1.01135  -0.07
S  1.61861  -2.15141  0.15187  0.80

As for the frontier orbital gap: 9.480 eV. The SMILES is COC(=S)[C@@H](C)O. As for the HOMO energy: -9.1 eV.

---

--- R ---
Here is an isolated molecule of C4H8O2S from OMol25. Energies are from ωB97M-V/def2-TZVPD.

Each line ends with the Löwdin charge.
Atoms and positions in Å:
O  1.87379  -0.43818  2.39910  0.10
C  1.67889  -0.51626  1.21489  -0.55
O  2.68325  -0.66159  0.34066  0.12
C  0.29692  -0.68608  0.63679  -0.11
C  -0.09928  0.32531  -0.43449  -0.30
C  -1.61412  0.30241  -0.71188  -0.53
S  -1.84322  1.40313  -2.17732  0.71
H  3.49914  -0.72266  0.84645  0.12
H  0.30246  -1.76720  0.44273  0.14
H  -0.35614  -0.54057  1.49887  0.12
H  0.50051  0.21350  -1.33860  0.10
H  0.19500  1.34874  -0.18522  0.11
H  -2.11100  -0.62478  -0.97084  0.06
H  -1.94448  0.67001  0.27001  0.09
H  -3.06172  1.69420  -1.83115  -0.18

As for the frontier orbital gap: 10.021 eV. The SMILES is O=C(O)CCCS. As for the HOMO energy: -9.3 eV.

---

Winner for stability: R

---

--- P ---
Here is a 2-piece molecular cluster, C4H12S3 overall from OMol25. Energies are from ωB97M-V/def2-TZVPD.

Each line ends with the Löwdin charge.
Atoms and positions in Å:
C  3.07763  0.36858  0.23258  -0.20
C  2.84576  -0.68114  1.29672  -0.63
S  1.73841  -2.00760  0.71246  0.65
H  2.19025  1.03327  0.12073  0.06
H  3.38114  0.04892  -0.73519  0.06
H  3.89811  1.03103  0.58055  0.08
H  3.81590  -1.05564  1.67079  0.07
H  2.38453  -0.26065  2.17847  0.05
H  0.98808  -1.23973  -0.13547  -0.19
C  -2.74980  0.89579  1.83304  -0.17
C  -2.51850  0.42352  0.42155  -0.62
S  -0.90607  0.91971  -0.30610  0.38
S  -1.18347  0.59212  -2.32076  0.32
H  -2.77847  1.96224  1.70625  0.06
H  -1.94649  0.55964  2.49794  0.07
H  -3.68838  0.49358  2.25096  0.08
H  -3.32249  0.69965  -0.25471  0.06
H  -2.43425  -0.68570  0.41242  0.07
H  -0.80045  -0.69472  -2.36560  -0.20

As for the frontier orbital gap: 9.276 eV. The SMILES is CCSS.CCS. As for the HOMO energy: -8.8 eV.

---

--- Q ---
Here is a 2-piece molecular cluster, C4H12S3 overall from OMol25. Energies are from ωB97M-V/def2-TZVPD.

Each line ends with the Löwdin charge.
Atoms and positions in Å:
S  3.02518  0.28446  2.36561  0.66
C  0.68039  -0.06795  3.85590  -0.19
C  1.79068  -0.81309  3.12850  -0.65
H  2.16967  0.91315  1.53173  -0.15
H  1.10382  0.58648  4.63631  0.07
H  -0.00923  -0.78418  4.33344  0.07
H  0.10698  0.55409  3.14817  0.07
H  2.37759  -1.42917  3.83662  0.06
H  1.38010  -1.48940  2.35425  0.07
S  -1.66362  1.19076  -1.73658  0.40
S  -1.88432  -0.82733  -1.91930  0.40
C  -2.13955  1.77571  -3.37765  -0.50
C  -0.30227  -1.31960  -2.63801  -0.50
H  -2.08759  2.87740  -3.36346  0.03
H  -3.17061  1.47534  -3.62922  0.03
H  -1.46239  1.40167  -4.16388  0.03
H  -0.14351  -0.87552  -3.63510  0.03
H  0.54185  -1.03490  -1.98762  0.03
H  -0.31321  -2.41785  -2.73971  0.03

As for the frontier orbital gap: 9.663 eV. The SMILES is CSSC.CCS. As for the HOMO energy: -9.0 eV.

---

Winner for stability: Q

---

--- P ---
Here is an isolated molecule of C8H12N2O2 from OMol25. Energies are from ωB97M-V/def2-TZVPD.

Each line ends with the Löwdin charge.
Atoms and positions in Å:
C  2.80789  -0.03332  0.17309  -0.30
C  -1.13772  -0.26354  -0.83353  -0.41
C  -0.05241  0.46200  -1.52845  -0.08
C  1.49094  0.17180  0.43893  -0.13
C  0.80372  1.24817  -0.52390  -0.32
C  0.55312  -1.63546  0.10032  -0.19
C  0.02301  2.32203  0.25050  -0.06
C  -1.69024  -1.92800  0.77677  -0.06
N  3.87331  -0.11447  -0.26437  0.17
N  -0.76146  -1.34700  -0.06487  -0.10
O  -2.33886  0.02555  -0.96501  0.07
O  1.20310  -2.23542  -0.99634  0.04
H  0.52546  -0.40576  -2.02667  0.15
H  -0.38514  1.10938  -2.29113  0.11
H  1.20947  0.32087  1.52612  0.14
H  1.69606  1.71355  -1.09672  0.16
H  0.72387  -2.21329  1.08457  0.17
H  -0.61723  2.80872  -0.51936  0.10
H  0.80582  3.03733  0.62987  0.09
H  -0.41998  1.87408  1.17724  0.09
H  -2.39503  -1.23270  1.31986  0.12
H  -2.39516  -2.55034  0.15211  0.12
H  -1.19751  -2.56895  1.47568  0.08
H  1.99801  -2.66241  -0.91130  0.06

As for the frontier orbital gap: 9.621 eV. As for the HOMO energy: -9.1 eV.

---

--- Q ---
Here is an isolated molecule of C8H12N2O2 from OMol25. Energies are from ωB97M-V/def2-TZVPD.

Each line ends with the Löwdin charge.
Atoms and positions in Å:
C  -4.37720  -0.62455  -0.34358  -0.36
C  -2.36966  -1.15976  0.80660  -0.08
C  -0.93846  -0.83863  0.17403  -0.18
C  -0.78461  0.83998  0.32078  -0.19
C  0.43881  1.39318  -0.43126  -0.29
C  1.66659  1.12870  0.36910  -0.23
C  2.30099  0.20707  -0.59276  -0.27
C  4.44750  -1.07350  -0.22867  -0.22
H  -2.99597  -0.46923  1.71837  0.17
H  -2.53393  -2.17587  1.18390  0.07
H  -0.19903  -1.53887  0.63565  0.11
H  -0.81595  -0.97161  -0.79464  0.02
H  -1.81922  1.08711  -0.13848  0.11
H  -0.98821  1.26660  1.35977  0.12
H  0.56868  1.08028  -1.41964  0.07
H  0.08368  2.46863  -0.57490  0.14
H  1.20513  0.45012  1.26541  0.15
H  2.40695  1.96897  0.78286  0.17
H  1.86847  -0.65423  -0.97526  0.10
H  2.47209  1.07076  -1.57202  0.21
N  -3.18043  -0.93497  -0.81738  0.10
N  3.43088  -0.47286  -0.00500  0.12
O  -5.53417  -0.52312  -0.47700  0.15
O  5.64707  -1.52421  -0.24589  0.02

As for the frontier orbital gap: 10.155 eV. The SMILES is O=C=NCCCCCCN=C=O. As for the HOMO energy: -10.1 eV.

---

--- R ---
Here is an isolated molecule of C8H12N2O2 from OMol25. Energies are from ωB97M-V/def2-TZVPD.

Each line ends with the Löwdin charge.
Atoms and positions in Å:
C  1.57547  0.94191  2.07408  -0.58
C  1.80867  -0.23688  1.17819  -0.14
C  1.00568  -1.51081  1.47234  -0.16
C  -0.51000  -1.30662  0.97743  -0.09
C  -0.23697  -1.41473  -0.65132  -0.10
C  -0.72581  -0.05534  -1.17291  -0.26
C  -1.69185  0.06148  -2.22303  -0.08
C  -1.09678  2.07552  -1.56500  -0.13
H  0.42679  1.67574  0.69141  0.06
H  1.59944  0.24854  0.14277  0.12
H  3.04398  -0.33276  1.27157  0.18
H  1.58296  -2.33452  0.92389  0.13
H  1.06308  -1.63930  2.49823  0.08
H  -0.93845  -0.38325  0.98527  0.05
H  -1.29774  -1.88695  1.36515  0.08
H  -0.98310  -2.07627  -1.19647  0.12
H  0.77983  -1.53239  -0.81236  0.06
H  -2.41188  -0.63143  -2.71683  0.13
H  -2.67041  1.52171  -3.06130  0.18
H  -1.02043  3.18089  -1.67514  0.13
N  -1.82167  1.38077  -2.46346  0.01
N  -0.23766  1.23632  -0.84822  0.07
O  0.63174  1.71282  1.66826  0.09
O  2.12512  1.30555  3.13744  0.04

As for the frontier orbital gap: 9.428 eV. The SMILES is O=C(O)CCCCc1c[nH]cn1. As for the HOMO energy: -9.1 eV.

---

Winner for stability: R